The molecule C6H11NO4S, computed with ωB97M-V/def2-TZVPD.

XYZ file:
```
23
Properties=species:S:1:pos:R:3
C 0.19 1.11 -0.77
C 1.32 0.86 -0.09
C -0.66 -0.12 -0.90
C 0.91 -1.45 0.06
C 2.51 1.74 0.17
C 0.14 -2.17 1.26
N -2.98 1.43 -0.60
O -2.80 -1.22 0.02
O -1.77 0.71 1.32
O 1.62 -0.33 0.45
O 1.30 -2.30 -0.85
S -2.08 0.06 0.06
H 0.07 2.01 -1.34
H -0.84 -0.57 -1.81
H 3.17 2.00 -0.75
H 2.94 1.25 1.03
H 2.24 2.75 0.35
H -0.18 -3.13 0.84
H -0.85 -1.66 1.43
H 0.71 -2.19 2.22
H -3.01 2.02 0.21
H -3.83 1.00 -0.91
H 1.88 -1.79 -1.40
```

Values from the calculation:
HOMO-LUMO gap   9.26 eV
Lowest unoccupied orbital energy   0.40 eV
HOMO   -0.32549 hartree
Spin multiplicity   1

=====

C6H11NO6P as an isolated structure, computed with ωB97M-V/def2-TZVPD.

XYZ file:
```
25
Properties=species:S:1:pos:R:3
C -0.65 1.66 1.01
C 0.74 0.99 1.14
C 0.17 -1.86 -0.31
C -1.16 1.09 -0.30
C 1.00 -1.39 0.63
C 1.40 1.25 -0.21
N 0.38 -2.80 -1.28
O -1.87 -1.11 -1.73
O 0.48 -0.38 1.44
O -1.53 1.35 2.03
O -2.09 1.65 -1.00
O 2.28 -1.78 0.85
O 0.37 1.25 -1.22
P -1.46 -0.90 -0.18
H -0.55 2.76 0.98
H 1.33 1.41 1.97
H 2.17 0.50 -0.44
H 1.85 2.24 -0.22
H 1.07 -3.50 -1.06
H -2.80 -0.99 -1.93
H -0.45 -3.16 -1.72
H -1.37 0.46 2.35
H -2.22 2.60 -0.85
H 2.49 -1.79 1.79
H 0.40 0.44 -1.76
```

Values from the calculation:
HOMO-LUMO gap   8.56 eV
Lowest unoccupied orbital energy   -3.01 eV
Net charge   +1
HOMO   -0.42539 hartree
Spin multiplicity   1

=====

The molecule C6H11NOSe, computed with ωB97M-V/def2-TZVPD.

XYZ file:
```
20
Properties=species:S:1:pos:R:3
C -1.87 0.22 0.30
C 1.64 -0.62 0.97
C 0.90 -1.55 0.14
C 2.02 0.62 0.22
C -0.73 0.39 -0.66
C -1.00 0.31 -2.13
N -1.81 0.65 1.66
O -2.88 -0.44 0.01
Se 0.46 1.77 -0.14
H 1.08 -0.28 1.78
H 2.58 -0.91 1.41
H 1.43 -1.94 -0.63
H 0.14 -2.19 0.44
H 2.77 1.09 0.78
H 2.42 0.34 -0.74
H -1.58 1.18 -2.47
H -1.62 -0.47 -2.40
H -0.20 0.34 -2.86
H -1.20 1.31 2.02
H -2.55 0.20 2.29
```

Values from the calculation:
HOMO-LUMO gap   7.38 eV
Lowest unoccupied orbital energy   -0.91 eV
HOMO   -0.30449 hartree
Spin multiplicity   1

=====

The molecule C6H11NS, computed with ωB97M-V/def2-TZVPD.

XYZ file:
```
19
Properties=species:S:1:pos:R:3
C -1.89 -1.01 -0.87
C -0.85 0.14 -0.66
C 0.54 -0.06 -1.22
N 0.87 -1.06 -0.21
C 0.38 -0.79 1.17
C -0.18 0.57 0.82
C 0.94 1.76 0.88
S -1.73 1.35 0.57
H -2.47 -1.22 -0.03
H -1.09 -1.72 -1.36
H -2.39 -0.70 -1.68
H 1.06 0.95 -1.28
H 0.67 -0.62 -2.07
H 1.88 -1.47 -0.43
H -0.39 -1.58 1.72
H 1.28 -0.71 1.86
H 0.63 2.69 0.21
H 0.79 2.08 1.95
H 1.99 1.38 0.62
```

Values from the calculation:
HOMO-LUMO gap   8.85 eV
Lowest unoccupied orbital energy   0.74 eV
HOMO   -0.29784 hartree
Spin multiplicity   1

=====

What did the first record say?
The molecule C6H11NO4S, computed with ωB97M-V/def2-TZVPD.

XYZ file:
```
23
Properties=species:S:1:pos:R:3
C 0.19 1.11 -0.77
C 1.32 0.86 -0.09
C -0.66 -0.12 -0.90
C 0.91 -1.45 0.06
C 2.51 1.74 0.17
C 0.14 -2.17 1.26
N -2.98 1.43 -0.60
O -2.80 -1.22 0.02
O -1.77 0.71 1.32
O 1.62 -0.33 0.45
O 1.30 -2.30 -0.85
S -2.08 0.06 0.06
H 0.07 2.01 -1.34
H -0.84 -0.57 -1.81
H 3.17 2.00 -0.75
H 2.94 1.25 1.03
H 2.24 2.75 0.35
H -0.18 -3.13 0.84
H -0.85 -1.66 1.43
H 0.71 -2.19 2.22
H -3.01 2.02 0.21
H -3.83 1.00 -0.91
H 1.88 -1.79 -1.40
```

Values from the calculation:
HOMO-LUMO gap   9.26 eV
Lowest unoccupied orbital energy   0.40 eV
HOMO   -0.32549 hartree
Spin multiplicity   1

=====

- Which value of spin multiplicity does entry 3 give?
  1

=====

- Among the records above, which one has the highest HOMO-LUMO gap?
  C6H11NO4S